1.
{"formula": "C30H71FN4O11", "method": "ωB97M-V/def2-TZVPD", "elements": ["C", "C", "C", "C", "C", "O", "C", "O", "O", "F", "H", "H", "H", "H", "H", "H", "H", "H", "H", "H", "H", "C", "O", "C", "C", "N", "C", "C", "O", "C", "H", "H", "H", "H", "H", "H", "H", "H", "H", "H", "H", "H", "H", "H", "H", "C", "O", "C", "C", "N", "C", "C", "O", "C", "H", "H", "H", "H", "H", "H", "H", "H", "H", "H", "H", "H", "H", "H", "H", "C", "O", "C", "C", "N", "C", "C", "O", "C", "H", "H", "H", "H", "H", "H", "H", "H", "H", "H", "H", "H", "H", "H", "H", "C", "O", "C", "C", "N", "C", "C", "O", "C", "H", "H", "H", "H", "H", "H", "H", "H", "H", "H", "H", "H", "H", "H", "H"], "coordinates": [[-1.9344, -3.8002, -2.3077], [-1.1689, -2.5276, -1.9112], [-0.0527, -2.8579, -0.9163], [1.0609, -1.7990, -0.8846], [0.5680, -0.3686, -1.0828], [1.9655, -1.9470, 0.2395], [1.5603, -1.8183, 1.4889], [2.2539, -1.9970, 2.4379], [0.1968, -1.4955, 1.6192], [0.2103, -0.2543, 2.3159], [-2.6073, -3.6100, -3.1432], [-1.2221, -4.5790, -2.5903], [-2.5093, -4.1518, -1.4500], [-0.7700, -2.0523, -2.8097], [-1.8964, -1.8464, -1.4635], [-0.4897, -3.0406, 0.0664], [0.3803, -3.7961, -1.2606], [1.6836, -2.0170, -1.7547], [0.1132, -0.2650, -2.0639], [-0.1153, -0.0328, -0.3083], [1.4388, 0.2936, -1.0853], [-4.8410, 1.5191, -6.3331], [-6.0564, 0.8187, -6.4988], [-6.1901, 0.1284, -7.7338], [-6.0978, -1.3717, -7.5539], [-4.7493, -1.7895, -7.1972], [-4.6237, -3.1742, -6.7506], [-5.4206, -3.6380, -5.5358], [-4.9924, -3.0973, -4.3010], [-5.4520, -1.7904, -4.0122], [-4.9615, 2.1781, -5.4750], [-3.9961, 0.8496, -6.1354], [-4.6093, 2.1278, -7.2119], [-5.4510, 0.4828, -8.4588], [-7.1840, 0.3644, -8.1234], [-6.3792, -1.8534, -8.4957], [-6.8440, -1.6546, -6.7998], [-4.3969, -1.1812, -6.4708], [-3.5668, -3.3438, -6.5297], [-4.8781, -3.8270, -7.5923], [-5.2652, -4.7161, -5.4477], [-6.5004, -3.4901, -5.6603], [-6.4634, -1.6226, -4.3907], [-4.7816, -1.0241, -4.4118], [-5.4638, -1.6833, -2.9275], [-2.5415, 5.5704, 6.5307], [-1.2131, 5.6121, 6.0536], [-0.4046, 4.4998, 6.4229], [-0.1138, 3.5945, 5.2462], [-1.3027, 2.8726, 4.8082], [-1.1496, 2.1970, 3.5207], [-0.7589, 3.0230, 2.2983], [-1.7527, 3.9149, 1.8285], [-1.8300, 5.1460, 2.5203], [-2.9701, 6.5607, 6.3842], [-3.1573, 4.8458, 5.9865], [-2.5737, 5.3293, 7.5972], [-0.8622, 3.9445, 7.2476], [0.5454, 4.9080, 6.7801], [0.6503, 2.8701, 5.5467], [0.3079, 4.2137, 4.4482], [-2.0755, 3.5217, 4.7467], [-2.1027, 1.7088, 3.3019], [-0.4107, 1.4076, 3.6489], [-0.5958, 2.3157, 1.4805], [0.1887, 3.5572, 2.4436], [-0.8422, 5.4913, 2.8390], [-2.4924, 5.0859, 3.3888], [-2.2518, 5.8799, 1.8331], [4.7407, 8.0343, 6.9317], [4.5741, 8.6593, 5.6759], [5.6457, 8.4697, 4.7619], [5.2629, 7.5418, 3.6289], [5.1023, 6.1695, 4.0877], [4.4845, 5.2591, 3.1276], [3.0885, 5.5725, 2.6000], [2.0477, 5.4340, 3.5493], [1.8828, 6.5317, 4.4336], [3.9838, 8.4427, 7.5992], [4.6025, 6.9484, 6.8802], [5.7283, 8.2436, 7.3527], [6.5389, 8.1078, 5.2803], [5.8770, 9.4500, 4.3367], [6.0539, 7.5710, 2.8728], [4.3505, 7.9472, 3.1717], [4.5529, 6.1672, 4.9362], [4.4392, 4.2762, 3.6027], [5.1573, 5.1632, 2.2689], [2.8709, 4.8340, 1.8237], [3.0312, 6.5552, 2.1160], [2.0952, 7.4827, 3.9396], [2.5111, 6.4327, 5.3236], [0.8435, 6.5341, 4.7642], [2.8935, -5.0616, -1.8563], [1.7085, -5.8182, -2.0258], [1.5998, -6.4717, -3.2856], [1.7976, -7.9676, -3.1662], [3.1773, -8.3080, -2.8510], [3.4022, -9.6988, -2.4646], [2.6612, -10.2617, -1.2563], [3.0772, -9.7451, -0.0086], [2.5330, -8.4895, 0.3480], [2.7445, -4.4287, -0.9817], [3.7592, -5.7057, -1.6736], [3.0924, -4.4239, -2.7231], [2.2958, -6.0367, -4.0091], [0.5829, -6.2940, -3.6477], [1.5296, -8.4297, -4.1216], [1.0870, -8.3293, -2.4111], [3.5045, -7.7086, -2.1058], [4.4716, -9.8070, -2.2696], [3.1737, -10.3320, -3.3285], [2.8872, -11.3300, -1.2163], [1.5717, -10.1784, -1.3576], [1.5024, -8.3806, -0.0007], [3.1353, -7.6600, -0.0338], [2.5404, -8.4289, 1.4359]], "forces_ev_per_angstrom": [[0.4, 0.3, 0.1], [-0.4, -0.4, 0.0], [0.1, 0.0, -0.2], [-1.0, 0.2, -0.9], [0.8, 0.2, 0.4], [-0.3, -0.2, -0.1], [0.7, -0.3, 0.5], [-0.2, 0.3, -0.3], [-0.2, 0.5, -0.2], [0.0, -0.4, 0.0], [-0.1, -0.1, 0.1], [-0.1, -0.1, 0.0], [-0.1, -0.1, -0.1], [0.1, 0.0, 0.0], [0.2, 0.3, -0.1], [0.0, 0.1, 0.0], [0.2, -0.2, 0.2], [0.3, 0.0, 0.3], [-0.1, -0.1, 0.1], [-0.1, 0.0, 0.0], [-0.1, 0.0, 0.1], [-0.1, 0.0, 0.0], [0.1, 0.0, 0.0], [-0.2, 0.0, -0.1], [0.1, 0.0, 0.1], [-0.1, 0.0, 0.2], [0.1, 0.1, -0.1], [0.0, -0.2, 0.0], [0.0, 0.1, 0.0], [0.1, -0.1, 0.1], [0.0, 0.0, 0.0], [0.0, 0.0, -0.1], [0.0, 0.0, 0.0], [0.1, 0.0, 0.0], [0.0, 0.0, 0.0], [0.0, 0.0, 0.0], [-0.1, 0.0, 0.0], [0.0, 0.0, 0.0], [0.0, 0.0, 0.0], [0.0, 0.0, 0.0], [0.0, 0.0, 0.0], [0.0, 0.1, 0.0], [0.0, 0.0, -0.1], [-0.1, 0.0, -0.1], [0.0, 0.0, 0.0], [0.0, 0.1, 0.0], [-0.1, 0.0, 0.0], [0.2, 0.0, 0.0], [-0.2, 0.0, -0.1], [0.0, 0.1, -0.1], [-0.3, 0.1, 0.2], [0.2, -0.2, -0.2], [-0.1, 0.0, 0.1], [-0.1, 0.0, -0.1], [0.0, 0.0, 0.0], [0.0, 0.0, 0.1], [0.0, 0.0, 0.0], [-0.1, 0.0, 0.0], [0.0, 0.0, 0.0], [0.0, 0.0, 0.0], [0.1, 0.0, 0.1], [0.0, 0.0, 0.0], [0.0, -0.1, 0.0], [0.1, 0.0, 0.0], [0.0, 0.0, 0.0], [0.0, 0.1, 0.1], [0.0, 0.0, 0.0], [0.1, 0.0, 0.1], [0.0, 0.0, 0.0], [-0.1, 0.1, 0.0], [0.0, -0.1, 0.1], [0.0, 0.2, -0.1], [-0.1, -0.1, 0.1], [-0.2, 0.1, 0.0], [0.1, 0.0, 0.1], [0.0, -0.1, -0.2], [0.1, 0.2, 0.0], [-0.2, -0.1, 0.0], [0.0, 0.0, 0.0], [0.1, 0.0, 0.0], [0.0, 0.0, 0.0], [0.0, -0.1, 0.0], [0.0, 0.0, 0.0], [0.0, 0.0, 0.0], [0.0, 0.1, 0.0], [0.0, 0.0, 0.0], [0.0, 0.0, 0.0], [0.0, 0.0, 0.0], [0.0, 0.0, 0.0], [0.0, 0.1, 0.1], [0.1, 0.0, 0.0], [0.1, 0.1, 0.0], [0.0, 0.0, 0.0], [-0.2, -0.1, 0.2], [0.1, 0.1, -0.1], [-0.2, 0.0, 0.0], [0.1, 0.0, 0.1], [-0.1, 0.0, 0.2], [0.1, 0.1, -0.1], [0.0, -0.2, 0.0], [0.0, 0.1, 0.0], [0.1, -0.1, 0.1], [0.0, 0.0, 0.0], [0.1, 0.1, -0.1], [0.0, 0.0, 0.0], [0.1, 0.0, 0.0], [0.0, 0.0, 0.0], [0.0, 0.0, 0.0], [-0.1, 0.0, 0.0], [0.0, 0.0, 0.0], [0.0, 0.0, 0.0], [0.0, 0.0, 0.0], [0.0, 0.0, 0.0], [0.0, 0.1, 0.0], [0.0, 0.0, 0.0], [-0.1, 0.0, 0.0], [0.0, 0.0, 0.0]], "multiplicity": 1, "lumo_ev": -0.06, "smiles": "CCC[C@@H](C)OC(=O)OF.COCCNCCOC.COCCNCCOC.COCCNCCOC.COCCNCCOC", "gap_ev": 8.3022, "e_homo_ev": -8.36}

=====

2.
{"formula": "C7H10", "method": "ωB97M-V/def2-TZVPD", "elements": ["C", "C", "C", "C", "C", "C", "C", "H", "H", "H", "H", "H", "H", "H", "H", "H", "H"], "coordinates": [[-1.9902, 0.5424, -0.8783], [-0.8089, -0.3466, -0.3938], [-1.1636, -1.6420, -0.0913], [0.8747, 1.4078, -0.4993], [0.3955, 0.3052, 0.2069], [1.2910, -0.5909, 0.9245], [2.2866, 0.0535, 1.6094], [-1.5483, 1.2252, -1.7159], [-2.8441, 0.0692, -1.1085], [-2.0577, 1.3176, -0.2006], [-0.8665, -2.6877, 0.1374], [-2.2158, -1.7738, -0.4196], [1.8229, 1.3817, -0.9085], [0.2406, 2.0221, -1.0930], [1.2296, -1.6455, 0.8962], [2.7767, -0.6748, 2.3523], [2.5773, 1.0368, 1.1820]], "forces_ev_per_angstrom": [[6.4, 2.0, -1.6], [-2.3, -0.8, 3.3], [-2.1, 0.2, -1.9], [-2.2, -2.2, 1.0], [0.7, 0.0, -4.7], [1.9, 3.2, 1.0], [-0.4, -3.1, -0.4], [-1.2, -1.6, 0.5], [-2.8, -1.6, -0.9], [-0.9, 1.4, 2.1], [1.2, 1.5, 0.5], [0.6, -0.2, -0.1], [2.5, 0.6, 0.5], [-0.8, 0.2, -0.1], [-0.8, -0.8, 0.5], [0.3, 1.9, -1.3], [-0.2, -0.4, 1.6]], "multiplicity": 1, "lumo_ev": 0.08, "de_lowest_kcal_mol": 110.98, "smiles": "C=CC(=C)C(=C)C", "gap_ev": 8.2195, "e_homo_ev": -8.14}

=====

3.
{"formula": "C3H5NOS", "method": "ωB97M-V/def2-TZVPD", "elements": ["C", "C", "C", "H", "H", "H", "H", "H", "N", "O", "S"], "coordinates": [[1.1146, -0.2744, 0.1006], [0.1825, 0.9276, -0.0924], [-1.1901, 0.2764, 0.1624], [0.2780, 1.2027, -1.1703], [0.4869, 1.8248, 0.4829], [-1.9966, 0.6392, -0.4438], [-1.5061, 0.3843, 1.2570], [0.5618, -2.2407, -0.2939], [0.3076, -1.3827, 0.1954], [-0.9753, -1.1007, -0.2048], [2.7366, -0.2565, 0.0069]], "forces_ev_per_angstrom": [[-0.3, 0.1, -0.6], [0.1, -0.2, -0.5], [0.3, 0.2, 1.6], [0.0, -0.2, 0.7], [-0.4, -0.8, -0.1], [-0.3, 0.1, -0.4], [0.5, -0.4, -1.3], [0.4, 0.3, 0.5], [1.5, 0.0, -0.1], [-1.9, 1.0, 0.0], [0.1, -0.1, 0.3]], "multiplicity": 1, "lumo_ev": 0.42, "de_lowest_kcal_mol": 56.62, "smiles": "S=C1CCON1", "gap_ev": 8.9659, "e_homo_ev": -8.55}